17
Properties=species:S:1:pos:R:3:forces:R:3:mulliken_charge:R:1 method="wB97M-V/def2-TZVPD" e_above_lowest_kcal_mol=33.95 lumo_energy_ev=0.5 total_energy_ev=-9883.7277 charge=0
O 2.5131 -0.6401 -2.1638 0.5021 0.7265 -0.9326 -0.64
O 2.1584 1.9416 0.3454 0.1343 0.3547 -1.3403 -0.65
O -0.4681 -1.1680 2.8117 0.6076 0.4375 -0.0776 -0.66
N -0.8246 0.8461 -0.0874 0.0876 0.3302 -0.3639 -0.38
C -1.0659 -0.4561 -0.4721 -1.2512 -0.6554 0.0503 0.03
C -2.3019 -1.0123 -0.4736 1.1540 0.7924 0.4147 -0.72
H -0.5100 -0.4802 2.1383 0.1361 0.1062 -0.0252 0.32
H -1.4308 1.5798 -0.3891 -0.3282 0.1910 0.1194 0.16
H -0.2081 -1.0215 -0.8235 0.1371 -0.3125 0.8216 0.14
H -1.3381 -1.5369 2.7592 -0.7853 -0.5108 0.0791 0.32
H 2.0492 2.7616 0.8151 -0.1364 0.4196 0.8753 0.30
H 0.0756 1.1274 0.2382 0.6111 0.1025 -0.4150 0.28
H 2.3651 2.3123 -0.5404 -0.0445 -0.8084 0.4720 0.33
H -2.4156 -2.0595 -0.2409 -0.1589 -0.2504 -1.0941 0.29
H -3.1390 -0.3302 -0.3766 -0.1757 -0.2560 0.4650 0.24
H 1.7783 -0.3489 -1.6406 -0.4633 -0.0559 0.5377 0.33
H 2.7621 -1.5151 -1.9000 -0.0263 -0.6114 0.4135 0.31


75
Properties=species:S:1:pos:R:3:forces:R:3:mulliken_charge:R:1 method="wB97M-V/def2-TZVPD" lumo_energy_ev=4.1 total_energy_ev=-70423.4401 charge=-3
F 4.6348 1.0029 -0.7261 0.3181 -0.0952 0.4453 -0.28
F -1.3352 3.0742 1.8038 -0.0676 -0.0614 0.1254 -0.07
F -0.0367 -2.1739 1.8232 0.1789 0.0131 0.2103 -0.18
O 0.7327 5.1587 -3.4118 -0.3589 0.1337 0.3708 -0.69
O 2.6690 -4.1966 -3.4819 0.0496 0.1407 0.2038 -0.74
O -0.9456 -5.8141 0.9116 -0.1974 -0.0813 -0.1696 -0.56
O 4.5700 -0.9452 0.5094 0.7938 0.0550 -0.0531 -0.40
O 1.0766 1.4817 4.9882 0.3520 0.2428 -0.1623 -0.58
O 0.2703 0.3417 3.3492 0.1036 0.3777 -0.3016 -0.21
O 3.6909 -2.6589 1.6661 -0.0333 -0.0329 0.0993 -0.62
O -0.2105 0.2909 -2.1863 0.6628 0.7754 1.5862 -0.62
O 0.6177 3.0667 -3.9078 -0.0399 0.3030 -0.0620 -0.43
O -1.5628 -4.4497 2.5775 -0.3998 -0.2276 0.5657 -0.40
O 1.2740 5.0733 0.9631 0.3177 0.2788 0.2389 -0.59
O 2.5107 -1.6041 0.0370 0.0175 -0.0217 1.0616 0.07
O -3.4968 2.5147 1.4836 -0.5298 0.3326 0.0591 -0.27
O 2.5309 3.4635 0.2928 0.4783 0.0285 0.2422 -0.52
O -4.0877 1.9176 3.5353 -0.1547 -0.0662 0.4637 -0.41
O 1.9090 -2.1844 -3.4366 0.4458 0.4321 0.4348 -0.39
O -1.7287 -1.0359 -1.2960 -0.2617 0.0135 1.8644 -0.80
O -1.2327 -3.5861 0.5514 0.0877 -0.5352 0.1535 -0.15
O -5.5492 1.6080 1.8499 -0.0410 0.1546 0.0153 -0.51
N 1.0512 0.5075 4.2540 -0.5463 -0.7604 0.3537 0.77
N 1.9094 -3.3147 -3.0550 0.0945 -0.9213 -0.4497 0.97
N 1.8578 4.0185 1.1303 -1.2404 -0.4971 -0.7195 1.06
N 0.4183 3.9913 -3.1672 0.4246 -1.1953 -0.4210 0.88
C -1.2399 -4.7278 1.2860 0.7031 0.2095 -0.0482 0.45
C 1.8482 -0.6931 4.6474 1.1118 0.6565 0.4382 -0.64
C -2.5649 3.0908 2.3687 0.6752 -0.0710 -0.3589 0.05
C -1.3042 -2.5136 1.4408 -1.1868 0.6814 -0.0217 0.53
C 2.6743 -0.2972 -0.5131 0.5149 0.0597 -2.2066 0.29
C 1.5975 3.3006 2.3997 -0.2060 -0.0772 0.5731 -0.63
C -2.0741 -3.1173 2.5972 0.1961 -0.0448 -0.3048 -0.52
C -2.6812 2.2003 3.5837 -0.3101 0.0662 -0.1172 0.24
C -0.7790 0.7008 0.0824 -0.0526 -0.1231 0.5801 1.11
C 3.5863 -1.8271 0.8170 -0.4505 0.1714 -0.2575 0.47
C -4.4967 1.9794 2.2377 0.4518 -0.2099 -0.1370 0.60
C -0.1373 3.6440 -1.8261 -0.4909 1.6329 0.5032 -0.19
C 4.1681 -0.2745 -0.6912 -0.3288 0.3214 0.2208 0.29
C -0.9273 -0.0741 -1.2243 -0.0215 -0.9341 -2.7098 0.25
C 0.9329 -3.7516 -2.0365 -0.1625 0.2038 1.0338 -0.78
B -0.7111 -2.7952 -4.8503 0.1526 -0.2184 0.0575 0.79
B -2.2922 0.4324 -5.2704 -0.1135 0.1710 -0.2465 0.39
H 0.5955 3.0565 -1.2886 0.0092 -0.2333 -0.2645 -0.16
H 1.4780 -4.1794 -1.1905 0.3555 0.1155 -0.1635 0.33
H 2.4037 -1.1488 3.8315 -0.9132 -0.2306 -0.4927 0.12
H 0.1047 0.3063 0.5985 0.0675 0.2007 0.0214 -0.43
H -1.5712 1.3258 -5.6541 0.2929 0.8243 -0.4200 -0.29
H 4.5841 -0.7950 -1.5528 -0.1645 -0.1015 -0.0304 0.32
H 0.3050 -4.5462 -2.4205 -0.1423 0.3597 -0.5103 0.44
H 0.3805 -2.8821 -1.6880 -0.3185 -0.0567 -0.4299 -0.04
H -1.8826 0.0900 -4.2164 -0.0761 -0.1381 0.6388 -0.46
H -0.2910 4.6193 -1.3594 0.2494 -0.1244 0.2339 0.29
H -1.8161 -1.6571 1.0033 0.3818 -0.0866 -0.7033 0.09
H -2.1432 1.2601 3.4687 0.3013 0.1778 -0.1308 -0.10
H 2.1958 -0.2289 -1.4944 -0.6784 -0.0590 0.3302 0.27
H -2.7968 4.1455 2.5446 -0.2319 -0.0577 0.0727 0.21
H 2.3992 0.5332 0.1376 -0.3009 -0.2650 0.2237 -0.42
H 0.7796 3.7900 2.9150 0.3516 0.4440 0.1209 0.31
H -2.2415 -0.4812 -6.0311 0.0676 -0.4069 -0.6104 -0.22
H -0.6671 1.7601 -0.1256 0.1399 0.0160 0.1080 -0.77
H -2.4109 2.7060 4.5067 -0.1703 -0.0826 0.0878 0.30
H 1.2200 2.2922 2.2445 0.4384 -0.0593 -0.6514 -0.12
H 0.3944 -2.8307 -5.3332 0.6997 -0.2089 -0.5459 -0.37
H 2.6436 -0.3688 5.3169 -0.4130 0.1711 0.3670 0.32
H -1.1111 3.1652 -1.8486 0.2761 -0.5369 -0.7224 0.30
H -3.4605 0.7690 -5.2488 -0.8703 0.5583 0.1541 -0.23
H 2.5400 3.3097 2.9400 -0.1164 -0.1053 0.1901 0.42
H -0.7014 -1.9781 -3.9954 -0.0263 0.3272 0.5185 -0.49
H 1.1002 -1.2884 5.1590 0.2910 -0.5202 -0.1934 0.27
H -1.5230 -2.4863 -5.6574 -0.4853 -0.1984 -0.5731 -0.24
H -3.1422 -3.1655 2.3755 0.0001 0.2281 -0.0757 0.31
H -1.9244 -2.6006 3.5420 0.3054 -0.2825 0.1028 0.34
H -0.9509 -3.8770 -4.3490 -0.1794 -0.9536 0.2659 -0.37
H -1.6271 0.5610 0.7637 -0.0766 0.0038 -0.0718 0.01


7
Properties=species:S:1:pos:R:3:forces:R:3:mulliken_charge:R:1 method="wB97M-V/def2-TZVPD" e_above_lowest_kcal_mol=49.85 lumo_energy_ev=4.2 total_energy_ev=-18714.8331 charge=-1
S -0.5473 -0.0424 -0.1449 -3.0153 7.3176 1.1471 0.90
F -1.0715 -0.8606 1.4595 0.7855 0.9684 -1.8101 -0.47
O -1.3472 1.5858 -0.0295 2.8013 -6.3484 -0.1542 -0.68
O -1.1075 -0.9646 -1.0874 -0.2289 -0.5586 0.2307 -0.54
C 1.0904 0.1874 -0.3674 -1.7585 1.6311 0.4102 -0.74
H 1.6155 0.8492 0.3053 -0.4838 0.6069 0.1498 0.27
H 1.3675 -0.7547 -0.1355 1.8997 -3.6169 0.0264 0.26


13
Properties=species:S:1:pos:R:3:forces:R:3:mulliken_charge:R:1 method="wB97M-V/def2-TZVPD" e_above_lowest_kcal_mol=0.00 lumo_energy_ev=0.5 total_energy_ev=-23253.1610 charge=0
Cl -0.1819 -0.8547 -2.9317 -0.0276 -0.1299 -0.4548 -0.15
O -1.2597 -2.1154 -0.3714 -0.0529 -0.1266 -0.1908 -0.61
N 0.9727 1.2197 -1.8027 -0.0010 -0.1537 -0.8185 -0.79
N 1.1448 1.7296 -0.5847 -0.1137 -0.1204 0.3307 0.30
N -0.9467 -1.1984 1.6541 -0.0976 -0.0864 0.3726 -0.34
C -0.0269 -0.0944 -0.2550 0.2036 0.2535 -0.3794 0.66
C -0.7943 -1.2252 0.3033 0.0470 0.1436 0.3080 0.42
C 0.2682 0.1184 -1.6303 0.2469 0.5534 0.8481 0.15
C 0.5691 0.9856 0.3740 -0.1370 -0.2510 -0.1498 -0.58
H -1.4624 -1.9484 2.0823 0.0247 0.0324 -0.0334 0.22
H 1.6651 2.5870 -0.4802 -0.0973 -0.1611 -0.0226 0.21
H 0.6245 1.2707 1.4054 0.0122 0.0595 0.2110 0.36
H -0.5726 -0.4743 2.2368 -0.0073 -0.0132 -0.0212 0.15


15
Properties=species:S:1:pos:R:3:forces:R:3:mulliken_charge:R:1 method="wB97M-V/def2-TZVPD" e_above_lowest_kcal_mol=68.17 lumo_energy_ev=-4.4 total_energy_ev=-9749.5076 charge=+1
O -1.2245 -0.9944 -1.4180 0.0888 -1.5903 0.8557 -0.44
N -1.2344 -0.1840 0.9864 0.8850 0.9513 -1.4419 -0.39
N 1.5643 -0.7681 0.5358 0.4282 -0.2563 -0.7520 -0.23
N 0.5827 -1.3553 0.1078 -0.1948 -2.8968 0.6503 -0.23
C 0.2190 0.8175 -0.7255 2.3530 -1.2436 1.3422 -0.74
C -0.4443 -0.5249 -0.4428 0.4914 3.4211 0.4152 0.66
C 1.5555 0.6118 0.1299 -1.5817 1.2976 0.0625 -0.51
H -0.4346 -0.1190 1.7065 -2.2772 -0.4031 -0.8481 0.41
H -1.6960 0.7384 0.7956 0.3985 -1.0376 0.6621 0.35
H 0.4638 0.8813 -1.7541 -0.1446 0.5158 -0.9830 0.35
H -0.1582 1.6817 -0.2332 -1.1264 0.7687 -0.5912 0.33
H 2.4811 0.8602 -0.3543 0.4015 0.0831 -0.2492 0.39
H -1.9437 -0.9042 1.0395 -0.0471 -0.3108 1.1066 0.33
H 1.4580 1.2483 1.0255 0.5023 -0.2449 -0.0693 0.31
H -1.1886 -1.9892 -1.3990 -0.1770 0.9458 -0.1600 0.40